C18H27N5O7P2Re | the ωB97M-V functional and the def2-TZVPD basis

Element x y z (Å)
Re (-0.2106, 0.0746, 0.0474)
C (-0.8773, -0.5361, -2.5308)
C (-1.8850, -0.2354, -1.5420)
C (-1.7184, 1.1213, -1.1021)
C (-0.4573, 1.5434, -1.6631)
C (-0.0012, 0.5371, -2.5926)
C (1.2027, 0.6530, -3.4587)
C (0.0214, 2.9617, -1.7072)
C (-2.8021, 2.0590, -0.6627)
C (-3.0550, -1.1423, -1.2982)
C (-0.8074, -1.7972, -3.3193)
H (1.0442, 0.1386, -4.4049)
H (2.0741, 0.2066, -2.9726)
H (1.4434, 1.6936, -3.6683)
H (-0.2826, 3.4064, -2.6577)
H (1.1081, 3.0320, -1.6566)
H (-0.4109, 3.5705, -0.9162)
H (-3.2655, 2.4884, -1.5526)
H (-2.4233, 2.8847, -0.0602)
H (-3.5814, 1.5542, -0.0933)
H (-3.9614, -0.5913, -1.0505)
H (-2.8417, -1.8764, -0.5217)
H (-3.2594, -1.7195, -2.1995)
H (0.1558, -1.9002, -3.8161)
H (-1.5763, -1.8002, -4.0965)
H (-0.9753, -2.6656, -2.6834)
C (2.4634, -3.8994, 1.0833)
C (2.6335, -2.3999, 0.8711)
O (3.9972, -2.0071, 0.7932)
P (1.9595, -1.3850, 2.2416)
O (2.9830, -0.2532, 2.5541)
O (1.8624, -2.2599, 3.5351)
O (0.6334, -0.7799, 1.8641)
P (1.7091, -1.7817, -0.5867)
O (2.4443, -2.4301, -1.8186)
O (0.2261, -2.0943, -0.4690)
O (1.8487, -0.2548, -0.5763)
H (2.9114, -4.2062, 2.0265)
H (2.9679, -4.4342, 0.2767)
H (1.4107, -4.1873, 1.0744)
H (4.4557, -2.5354, 0.1258)
H (3.9224, -0.4964, 2.5724)
H (1.0162, -2.6589, 3.7744)
H (2.0182, -3.1790, -2.2572)
N (-3.4148, 0.0959, 2.9107)
C (-2.8633, -0.5567, 1.8900)
N (-1.8183, 0.1399, 1.4713)
C (-1.7857, 1.2203, 2.3146)
N (-2.7447, 1.2257, 3.1976)
C (-0.6783, 2.1511, 2.1852)
C (-0.4107, 3.2113, 3.0363)
N (0.6950, 3.9330, 2.9077)
C (1.5484, 3.5848, 1.9518)
C (1.2952, 2.5327, 1.0815)
N (0.1601, 1.8392, 1.1827)
H (-4.2286, -0.1605, 3.4520)
H (-3.2339, -1.4893, 1.5026)
H (-1.0972, 3.4624, 3.8354)
H (2.4636, 4.1560, 1.8651)
H (1.9926, 2.2358, 0.3100)

Summary:
Net charge = +2
<S²> = 0.762
Spin multiplicity = 2
Frontier orbital gap (alpha / beta) = 6.81 / 7.84 eV

---

C26H57Cl6N5O25 | the ωB97M-V functional and the def2-TZVPD basis

Element x y z (Å)
Cl (5.4020, 3.9310, -2.8826)
C (6.0443, 3.6804, -1.2757)
C (5.7651, 4.9711, -0.4457)
Cl (6.7850, 5.0487, 1.0524)
H (7.0860, 3.3610, -1.3064)
H (5.5962, 2.8222, -0.7748)
H (4.7145, 5.1752, -0.2389)
H (6.1523, 5.7727, -1.0746)
Cl (-1.2478, -0.9910, 7.9441)
C (0.1193, -0.9653, 9.1375)
C (-0.5285, -1.2220, 10.5409)
Cl (0.6759, -1.1870, 11.8748)
H (0.3895, 0.0901, 9.1742)
H (0.9189, -1.6435, 8.8395)
H (-1.0705, -2.1672, 10.5107)
H (-1.3350, -0.5105, 10.7183)
Cl (10.4115, -2.3680, 1.8258)
C (10.4633, -3.8887, 0.8054)
C (9.6726, -3.7154, -0.4356)
Cl (7.9256, -3.2655, 0.1105)
H (10.0877, -4.7735, 1.3193)
H (11.5184, -3.9209, 0.5338)
H (9.7861, -4.6439, -0.9951)
H (10.0116, -2.9525, -1.1363)
C (1.2012, 5.9960, 4.8443)
N (0.6405, 6.5494, 3.5888)
O (1.2198, 7.5363, 3.0914)
O (-0.4892, 6.2576, 3.2980)
H (2.1576, 6.4954, 4.9994)
H (1.4470, 4.9435, 4.7032)
H (0.5351, 6.3605, 5.6263)
C (-3.5192, -4.4602, 1.8531)
N (-4.1036, -4.9414, 0.5679)
O (-5.0280, -4.2438, 0.1565)
O (-3.8293, -5.9977, 0.0707)
H (-2.4619, -4.6802, 1.7051)
H (-3.9640, -4.9441, 2.7226)
H (-3.6388, -3.3799, 1.9349)
C (-10.7276, -2.6559, -2.8617)
N (-9.6390, -2.9324, -3.8927)
O (-9.7265, -4.0252, -4.4785)
O (-9.0472, -1.9577, -4.2538)
H (-11.7391, -2.7077, -3.2646)
H (-10.3575, -1.7187, -2.4460)
H (-10.6780, -3.4068, -2.0731)
C (-0.3886, 8.1812, -4.0248)
N (0.8545, 8.2442, -4.8497)
O (1.8477, 8.8558, -4.4656)
O (0.8470, 7.7462, -5.9525)
H (-1.2189, 7.9474, -4.6912)
H (-0.4183, 9.1966, -3.6297)
H (-0.4885, 7.3540, -3.3221)
C (8.2360, 1.1518, 8.1120)
N (6.8924, 0.4593, 8.0144)
O (6.5355, -0.3917, 8.8227)
O (6.1696, 0.7905, 7.1145)
H (7.9939, 2.1893, 8.3424)
H (8.7849, 0.9782, 7.1865)
H (8.7034, 0.7295, 9.0016)
C (-9.3000, 6.6245, -0.9667)
O (-8.9289, 7.1444, 0.2682)
C (-7.7368, 7.7760, 0.3792)
O (-6.8907, 7.8010, -0.4870)
O (-7.6824, 8.3299, 1.6652)
C (-6.5681, 9.2263, 1.8536)
H (-8.7295, 5.7319, -1.2234)
H (-9.2284, 7.3452, -1.7812)
H (-10.3541, 6.3522, -1.0202)
H (-5.6342, 8.9427, 1.3684)
H (-6.3835, 9.2984, 2.9254)
H (-6.6893, 10.2401, 1.4719)
C (-4.6953, 5.6622, -10.6092)
O (-3.3599, 5.1186, -10.4525)
C (-2.9538, 4.4509, -9.3055)
O (-3.5983, 4.2342, -8.2179)
O (-1.7293, 3.9030, -9.5719)
C (-1.1138, 3.2006, -8.4772)
H (-4.7047, 6.4820, -11.3276)
H (-5.0185, 6.1781, -9.7051)
H (-5.4821, 4.9225, -10.7571)
H (-1.8430, 2.5442, -8.0023)
H (-0.8331, 3.8116, -7.6194)
H (-0.2704, 2.6233, -8.8561)
C (-3.1303, 1.4325, -1.0925)
O (-2.2644, 1.1939, 0.0151)
C (-1.3164, 0.2894, -0.0122)
O (-1.2197, -0.6528, -0.7656)
O (-0.4035, 0.6005, 0.9164)
C (0.6035, -0.3451, 1.2380)
H (-2.6670, 2.0956, -1.8230)
H (-4.0361, 1.8113, -0.6191)
H (-3.3034, 0.5117, -1.6495)
H (0.7005, -1.1487, 0.5079)
H (0.1799, -0.9036, 2.0727)
H (1.4894, 0.2125, 1.5419)
C (4.1611, -6.2766, 5.5588)
O (3.4872, -7.5255, 5.3345)
C (2.6416, -7.6374, 4.4037)
O (2.3008, -6.6883, 3.6678)
O (2.1384, -8.8305, 4.2860)
C (1.2153, -9.1682, 3.2880)
H (4.7832, -6.5540, 6.4098)
H (3.5053, -5.4862, 5.9237)
H (4.7375, -6.1323, 4.6450)
H (0.4057, -8.4948, 3.0068)
H (0.7213, -10.1238, 3.4645)
H (1.7882, -9.4320, 2.3991)
C (1.4594, -11.3188, -6.3260)
O (1.5057, -9.9027, -6.0142)
C (2.0115, -9.4767, -4.7679)
O (2.4296, -10.2669, -3.9164)
O (1.8427, -8.1858, -4.6919)
C (2.6856, -7.3468, -3.8368)
H (0.4787, -11.7843, -6.4241)
H (1.9538, -11.9231, -5.5653)
H (2.1293, -11.3735, -7.1841)
H (2.8954, -7.7266, -2.8368)
H (2.2562, -6.3551, -3.6944)
H (3.6151, -7.1881, -4.3834)

Summary:
Net charge = 0
Frontier orbital gap = 10.32 eV

---

C2H6N3S | the ωB97M-V functional and the def2-TZVPD basis

Element x y z (Å)
N (-1.7775, 0.4093, -0.2723)
N (-0.4948, 0.1033, -0.7138)
C (0.3070, -0.5584, 0.0293)
N (1.4737, -0.8700, -0.3607)
C (2.7385, -0.7511, -0.3391)
S (3.8895, 0.4395, 0.1593)
H (-1.7799, 1.2736, 0.2998)
H (-2.1778, -0.2732, 0.5256)
H (-2.4486, 0.4547, -1.1509)
H (-0.1002, -1.0860, 1.0008)
H (3.4276, -1.5349, -0.5681)
H (3.1387, 1.6449, 0.2442)

Summary:
Net charge = +1
Frontier orbital gap = 9.87 eV
SMILES = [NH3+]/N=C/N=C\S

---

C7H14S2 | the ωB97M-V functional and the def2-TZVPD basis

Element x y z (Å)
C (0.0496, -3.5260, -0.2503)
C (-0.2475, -2.0581, -0.6610)
C (0.1572, -0.9793, 0.0613)
C (0.2979, 0.4425, -0.3512)
C (-0.8302, 0.7637, -1.2851)
S (1.8099, 0.6232, -1.4202)
C (0.4023, 1.5043, 0.8192)
C (-0.7527, 1.6518, 1.8233)
S (0.9907, 3.1062, 0.4468)
H (0.9292, -3.8692, -0.7418)
H (-0.7445, -4.1407, -0.5938)
H (0.2128, -3.6264, 0.7770)
H (-0.5289, -2.0854, -1.7614)
H (0.5331, -1.2889, 1.0530)
H (-0.8084, 1.7657, -1.7628)
H (-0.8588, 0.0322, -2.1964)
H (-1.8438, 0.6747, -0.9133)
H (2.8995, 0.9158, -0.6693)
H (1.3991, 1.1409, 1.3284)
H (-1.6113, 2.0128, 1.2682)
H (-0.9238, 0.8250, 2.5096)
H (-0.4488, 2.4870, 2.5468)
H (-0.0826, 3.6282, -0.0270)

Summary:
Net charge = 0
Frontier orbital gap = 9.06 eV
SMILES = C/C=C/[C@](C)(S)[C@H](C)S

---

C5H8N2 | the ωB97M-V functional and the def2-TZVPD basis

Element x y z (Å)
C (1.0566, 0.4189, 1.1324)
C (0.9563, 0.8654, -0.7667)
C (0.8844, -0.4636, -1.3947)
N (0.2052, -0.4861, -0.1215)
C (-1.2426, -0.4871, -0.1906)
C (-1.8817, -0.0173, 1.0519)
N (-2.4329, 0.3358, 2.0041)
H (2.0635, 0.0142, 1.1522)
H (0.4598, -0.0820, 1.9136)
H (1.0436, 1.4871, 1.3545)
H (0.1234, 1.5096, -1.0872)
H (0.1752, -0.6193, -2.2085)
H (1.7680, -1.0986, -1.4570)
H (-1.6110, 0.1403, -1.0169)
H (-1.5680, -1.5173, -0.3657)

Summary:
Net charge = 0
Frontier orbital gap = 8.55 eV

---

C4H6N3O | the ωB97M-V functional and the def2-TZVPD basis

Element x y z (Å)
N (1.6491, -0.3962, -1.0068)
C (0.7824, -0.3378, -0.0523)
N (0.9015, -0.4255, 1.2307)
C (-0.4180, -0.5901, 1.9039)
O (-0.5168, -0.4525, 3.0681)
C (-1.3817, -0.6699, 0.7495)
C (-1.5067, 0.6382, 0.1778)
N (-0.6317, -0.3925, -0.4517)
H (2.6548, -0.2204, -1.0855)
H (1.1163, -0.4234, -1.8930)
H (1.7762, -0.2435, 1.7065)
H (-2.2430, -1.3961, 0.8857)
H (-2.2217, 0.7330, -0.5958)
H (-1.1512, 1.4592, 0.7397)

Summary:
Net charge = +1
Frontier orbital gap = 11.19 eV
SMILES = [NH2+]=C1NC(=O)[C@H]2CN12

---

Number 1: M 673.6 u, strongest force on any atom 0.97 eV/Å, total energy -2263.3011 Eh. Number 2: M 1052.5 u, strongest force on any atom 6.34 eV/Å, total energy -5940.1614 Eh. Number 3: M 104.2 u, strongest force on any atom 4.05 eV/Å, total energy -641.8981 Eh. Number 4: M 162.3 u, strongest force on any atom 3.60 eV/Å, total energy -1071.4132 Eh. Number 5: M 96.1 u, strongest force on any atom 1.07 eV/Å, total energy -304.5978 Eh. Number 6: M 112.1 u, strongest force on any atom 3.20 eV/Å, total energy -395.2427 Eh.